Entry 1:
Molecular formula: C2H6ClFN2O2S
Method: DFT, ωB97M-V with the def2-TZVPD basis set

Summary:
**Net charge**: 0
**Frontier orbital gap (alpha / beta)**: 7.1807 / 7.1889 eV
**Highest occupied orbital energy (alpha / beta)**: -9.81 / -9.81 eV

XYZ file:
```
15
C2H6ClFN2O2S, DFT ωB97M-V with the def2-TZVPD basis set
C 0.2737 0.0577 -1.6631
C 0.0187 0.6719 -0.3431
N 0.9088 -1.2735 -1.5650
N -0.6459 0.7731 2.2322
O -0.3993 -1.5270 1.0427
O -2.2466 0.0570 0.6236
F 2.1670 0.1315 0.7638
S -0.8786 -0.1841 0.9298
Cl -0.0511 2.2862 -0.1550
H 0.8269 0.7414 -2.5212
H -0.7295 -0.0209 -2.2399
H 1.5971 -1.1958 -0.9277
H 0.3827 -2.1074 -1.5656
H 0.2522 0.7322 2.6921
H -1.4762 0.8575 2.6963
```

***

Entry 2:
Molecular formula: C6H12O
Method: DFT, ωB97M-V with the def2-TZVPD basis set

Summary:
**Net charge**: 0
**Frontier orbital gap**: 10.4822 eV
**SMILES**: C=CCC.CC=O
**Highest occupied orbital energy**: -9.42 eV

XYZ file:
```
19
C6H12O, DFT ωB97M-V with the def2-TZVPD basis set
C -1.2795 -1.5177 -0.4261
C -1.6541 -0.0519 -0.1886
C -1.1945 0.4758 1.1449
C -0.6390 1.6678 1.3464
O 1.5175 1.7431 -0.9817
C 1.8635 0.6048 -1.1949
C 2.2103 -0.3877 -0.1151
H -1.8144 -1.9295 -1.2882
H -0.2065 -1.6378 -0.6105
H -1.5314 -2.1328 0.4461
H -1.2543 0.5818 -0.9905
H -1.3709 -0.1813 1.9996
H -2.7482 0.0396 -0.2378
H -0.3627 2.0045 2.3426
H -0.4316 2.3481 0.5242
H 1.9587 0.2419 -2.2406
H 1.5608 -0.2301 0.7506
H 2.1278 -1.4168 -0.4779
H 3.2486 -0.2218 0.1975
```

***

Entry 3:
Molecular formula: BrHg2O4P
Method: DFT, ωB97M-V with the def2-TZVPD basis set

Summary:
**Net charge**: 0
**Frontier orbital gap**: 4.8874 eV
**Highest occupied orbital energy**: -8.89 eV

XYZ file:
```
8
BrHg2O4P, DFT ωB97M-V with the def2-TZVPD basis set
Hg 23.1069 10.7498 -1.3999
Hg 26.1051 8.0029 -1.6084
Br 23.4801 8.0300 -2.2155
P 25.8209 10.2007 0.3156
O 27.2028 10.0999 -0.3795
O 25.0776 11.1220 -0.7919
O 25.7456 10.7619 1.6676
O 25.2264 8.7726 0.1170
```

***

Entry 4:
Molecular formula: C37H37Cl5FeN8O2PSSi
Method: DFT, ωB97M-V with the def2-TZVPD basis set

Summary:
**Net charge**: 0
**Frontier orbital gap (alpha / beta)**: 7.3841 / 6.2554 eV
**Highest occupied orbital energy (alpha / beta)**: -7.10 / -7.35 eV
**Multiplicity**: 6

XYZ file:
```
93
C37H37Cl5FeN8O2PSSi, DFT ωB97M-V with the def2-TZVPD basis set
Fe -0.1301 0.1650 -0.3077
C 0.1711 -0.4089 5.2734
N 0.1547 0.2296 3.9690
C 0.0047 1.5696 3.7423
C 0.0375 1.7358 2.3911
N 0.1910 0.5220 1.7977
C 0.2801 -0.3789 2.7584
P 0.5973 -2.1748 2.6502
C -0.5809 -2.7630 1.3993
N -0.6962 -2.3172 0.1651
C -1.5709 -3.1575 -0.4654
C -1.9859 -4.1230 0.4020
N -1.3542 -3.8653 1.5889
C -1.4825 -4.6460 2.8050
C 2.0144 -2.2569 1.5247
N 2.0322 -1.9229 0.2499
C 3.2524 -2.3033 -0.2149
C 3.9852 -2.8702 0.7883
N 3.1898 -2.8400 1.8966
C 3.5795 -3.2806 3.2228
H -0.0686 0.3370 6.0261
H 1.1533 -0.8264 5.4891
H -0.5719 -1.2030 5.3184
H -0.1106 2.2736 4.5475
H -0.0408 2.6381 1.8115
H -1.8582 -3.0099 -1.4912
H -2.6676 -4.9474 0.2862
H -2.1445 -5.4850 2.6091
H -1.9074 -4.0427 3.6065
H -0.5139 -5.0278 3.1233
H 3.5510 -2.1312 -1.2313
H 4.9783 -3.2845 0.8096
H 4.4022 -3.9853 3.1301
H 2.7451 -3.7720 3.7176
H 3.9047 -2.4361 3.8307
C 7.5722 -0.4983 -3.1833
C 6.4596 0.0423 -2.3253
C 6.4818 -0.1035 -0.9407
C 5.4545 0.3914 -0.1540
C 4.3737 1.0301 -0.7468
C 4.3372 1.1859 -2.1224
C 5.3772 0.6997 -2.9011
S 3.1081 1.6802 0.3370
O 3.0237 0.7426 1.4282
O 3.5635 3.0065 0.6833
N 1.6947 1.7352 -0.4451
C 1.3986 2.9164 -1.1305
C 2.2788 3.8068 -1.7217
C 1.8336 4.9465 -2.4148
C 0.5076 5.2612 -2.4941
C -0.4236 4.4306 -1.8349
C -1.7956 4.7516 -1.7503
C -2.6193 3.9841 -0.9797
C -2.0825 2.8489 -0.3476
N -0.8396 2.4576 -0.4839
C 0.0135 3.2553 -1.1816
H 8.1501 -1.2525 -2.6505
H 8.2565 0.3011 -3.4762
H 7.1785 -0.9429 -4.0974
H 7.3158 -0.6159 -0.4742
H 5.4713 0.2826 0.9219
H 3.4952 1.6715 -2.5920
H 5.3388 0.8183 -3.9784
H 3.3402 3.6519 -1.6284
H 2.5710 5.5881 -2.8812
H 0.1627 6.1504 -3.0065
H -2.1637 5.6268 -2.2730
H -3.6673 4.2200 -0.8560
H -2.7165 2.2342 0.2799
Cl -2.9652 -0.4103 2.3718
C -3.4846 -0.3144 0.7013
C -2.5975 0.1096 -0.2911
C -3.2250 0.3085 -1.5207
Cl -2.3252 1.0989 -2.7928
C -4.5630 0.0293 -1.7983
Cl -5.2468 0.3397 -3.3525
C -5.3627 -0.4980 -0.7923
Cl -7.0121 -0.8890 -1.0987
C -4.8189 -0.6552 0.4769
Cl -5.8163 -1.2761 1.7445
C 2.3618 -1.6155 -3.4552
Si 0.7572 -0.7575 -2.9411
C -0.5073 -1.9720 -3.6627
C 0.8369 0.8682 -3.9078
H 2.3515 -1.6443 -4.5498
H 2.4198 -2.6433 -3.0930
H 3.2595 -1.0831 -3.1460
H -0.4869 -1.8587 -4.7512
H -1.5336 -1.8288 -3.3340
H -0.2046 -2.9932 -3.4211
H 0.7479 0.6313 -4.9732
H 1.8033 1.3450 -3.7457
H 0.0692 1.5959 -3.6517
```

***

Entry 5:
Molecular formula: C4H12
Method: DFT, ωB97M-V with the def2-TZVPD basis set

Summary:
**Net charge**: 0
**Frontier orbital gap**: 12.9259 eV
**SMILES**: CC.CC
**Highest occupied orbital energy**: -11.78 eV

XYZ file:
```
16
C4H12, DFT ωB97M-V with the def2-TZVPD basis set
C -1.7297 -0.3037 -1.5410
C -2.2261 -1.5876 -0.8620
H -0.7089 -0.0905 -1.2298
H -1.7535 -0.4276 -2.6206
H -2.3367 0.5804 -1.3528
H -1.6409 -1.8133 0.0244
H -2.1108 -2.4523 -1.5039
H -3.2485 -1.4778 -0.4885
C 2.6349 1.1678 1.5320
C 1.3303 0.7088 0.8511
H 2.5173 2.1770 1.9232
H 2.9113 0.5173 2.3627
H 3.4435 1.1495 0.8140
H 1.2164 -0.3709 0.9133
H 0.4996 1.0800 1.4475
H 1.1877 1.0523 -0.1683
```

***

Entry 6:
Molecular formula: C22H20N2O4S
Method: DFT, ωB97M-V with the def2-TZVPD basis set

Summary:
**Net charge**: 0
**Frontier orbital gap**: 7.9424 eV
**SMILES**: CCOC(=O)c1ccc2c(c1)nc(SCC(=O)c1cc3ccccc3o1)n2CC
**Highest occupied orbital energy**: -8.19 eV

XYZ file:
```
49
C22H20N2O4S, DFT ωB97M-V with the def2-TZVPD basis set
C 2.7408 -2.9229 3.9025
C 2.4379 -3.8370 2.7237
H 3.3508 -4.0251 2.1490
H 2.0071 -4.7828 3.0598
O 1.4568 -3.2677 1.8592
C 1.8959 -2.4022 0.9320
O 3.0594 -2.1064 0.7996
C 0.8005 -1.8608 0.0967
C 1.1428 -0.9858 -0.9240
C 0.1145 -0.4428 -1.6772
N 0.1503 0.4806 -2.6876
C -1.0948 0.6896 -3.0037
N -1.9887 -0.0592 -2.2894
C -1.2347 -0.7898 -1.4108
C -1.5689 -1.6865 -0.4046
C -0.5385 -2.2065 0.3451
H -0.7516 -2.8930 1.1485
H -2.5950 -1.9562 -0.2071
C -3.4271 -0.0225 -2.3693
C -4.0293 0.8203 -1.2482
H -5.1134 0.7848 -1.3079
H -3.7167 0.4443 -0.2769
H -3.7127 1.8570 -1.3323
H -3.6975 0.3951 -3.3423
H -3.7955 -1.0517 -2.3138
S -1.6074 1.9104 -4.1488
C -0.7867 3.3537 -3.3574
C -1.3077 3.3773 -1.9370
O -2.4220 3.7703 -1.6691
C -0.4207 2.7710 -0.9394
C 0.9440 2.6720 -0.8798
C 1.2399 1.9599 0.3122
C 2.4101 1.5184 0.9328
C 2.2915 0.7927 2.0941
C 1.0406 0.4958 2.6449
C -0.1310 0.9241 2.0567
C -0.0143 1.6665 0.8908
O -1.0083 2.1783 0.1408
H -1.0979 0.6992 2.4767
H 0.9915 -0.0825 3.5551
H 3.1813 0.4357 2.5892
H 3.3746 1.7345 0.5018
H 1.6524 3.0565 -1.5840
H -1.1354 4.2150 -3.9240
H 0.2873 3.2180 -3.4351
H 2.1748 -0.7358 -1.1059
H 3.4448 -3.4104 4.5708
H 3.1781 -1.9947 3.5443
H 1.8279 -2.6989 4.4494
```

***

no.,strongest force on any atom (eV/Å)
1,4.584
2,0.559
3,2.046
4,1.090
5,1.123
6,1.121